Entry 1:
Here is a molecular structure, C10H7MgN4O3S5 from the Open Molecules 2025 dataset. Energies are from the ωB97M-V functional and the def2-TZVPD basis.

Geometry as ORCA input:
```
! RIJCOSX wB97M-V def2-TZVPD def2/J DEFGRID3
* xyz -1 1
Mg -0.16 -0.13 0.89
O -7.02 -0.44 0.84
C -5.82 -0.35 0.96
S -4.77 -1.66 1.49
C -3.23 -0.83 1.28
C -3.29 0.42 0.80
S -1.92 1.49 0.49
S -4.89 1.05 0.44
S -1.80 -1.76 1.74
S 1.62 3.83 -0.64
C 1.39 3.97 1.04
C 1.20 2.75 1.58
N 1.24 1.70 0.68
C 1.45 2.15 -0.53
H 1.39 4.93 1.54
H 1.02 2.54 2.62
H 1.52 1.50 -1.39
O 1.49 -0.61 2.30
H 2.18 -0.32 1.68
H 1.52 -1.57 2.27
N 0.11 -2.43 -2.07
C 1.08 -1.69 -1.50
O 0.81 -1.08 -0.43
C 2.37 -1.61 -2.07
C 2.68 -2.33 -3.25
N 2.85 -2.94 -4.22
C 3.34 -0.84 -1.37
N 4.08 -0.20 -0.76
H -0.75 -2.53 -1.56
H 0.30 -3.01 -2.87
*
```

Output
HOMO = -4.0614 eV
energy relative to the best compared isomer or geometry (same formula, charge and spin) = 7.6 kcal/mol
gap between HOMO and LUMO = 6.25 eV
lowest unoccupied orbital energy = 2.190 eV

These are the natural (NBO) partial charges, in e, on atoms 1 to 2:
1 Mg 1.68
2 O -0.61


Entry 2:
Here is a single C20H20ClFN4O3S molecule in a non-equilibrium geometry from the Open Molecules 2025 dataset. Energies are from the ωB97M-V functional and the def2-TZVPD basis.

Geometry as ORCA input:
```
! RIJCOSX wB97M-V def2-TZVPD def2/J DEFGRID3
* xyz 0 1
C -1.74 -4.19 -0.82
C -1.36 -3.64 0.54
O -0.06 -3.06 0.52
C 0.03 -1.77 0.17
O -0.94 -1.07 -0.06
C 1.41 -1.34 0.14
S 2.67 -2.52 0.38
C 3.88 -1.28 0.26
N 5.16 -1.58 0.24
C 5.99 -0.56 0.06
C 5.59 0.76 -0.05
C 4.23 1.10 0.05
N 3.82 2.41 0.01
C 4.71 3.43 -0.49
C 2.85 2.91 0.95
C 3.32 0.02 0.14
C 1.90 -0.04 0.03
N 1.07 1.04 -0.08
C 0.16 1.13 -0.96
N -0.75 2.11 -0.91
O -1.84 2.14 -1.76
C -2.74 1.06 -1.58
C -3.53 1.04 -0.29
C -3.63 2.10 0.60
F -3.01 3.27 0.34
C -4.35 2.02 1.79
C -5.00 0.85 2.10
C -4.95 -0.22 1.23
C -4.23 -0.12 0.06
Cl -4.21 -1.47 -1.01
H -2.72 -4.67 -0.76
H -1.80 -3.38 -1.55
H -1.00 -4.92 -1.15
H -2.08 -2.87 0.86
H -1.31 -4.43 1.29
H 7.04 -0.82 0.02
H 6.34 1.52 -0.16
H 5.24 3.07 -1.37
H 4.11 4.29 -0.77
H 5.45 3.75 0.26
H 2.09 3.51 0.44
H 3.35 3.55 1.69
H 2.36 2.10 1.47
H 0.10 0.50 -1.86
H -0.86 2.63 -0.04
H -2.21 0.10 -1.65
H -3.43 1.15 -2.43
H -4.38 2.89 2.43
H -5.56 0.78 3.02
H -5.47 -1.14 1.46
*
```

Output
structure (SMILES) = CCOC(=O)c1sc2nccc(N(C)C)c2c1/N=C/NOCc1c(F)cccc1Cl
HOMO = -7.4875 eV
energy relative to the best compared isomer or geometry (same formula, charge and spin) = 1.0 kcal/mol
gap between HOMO and LUMO = 7.76 eV
lowest unoccupied orbital energy = 0.273 eV

These are the natural (NBO) partial charges, in e, on atoms 1 to 2:
1 C -0.63
2 C -0.08


Entry 3:
Here is a single C4H5NO2 molecule from the Open Molecules 2025 dataset. Energies are from the ωB97M-V functional and the def2-TZVPD basis.

Geometry as ORCA input:
```
! RIJCOSX wB97M-V def2-TZVPD def2/J DEFGRID3
* xyz 0 1
O -0.60 -1.07 2.69
C -0.62 -0.95 1.49
C 0.30 -0.09 0.70
C 0.95 -0.61 -0.56
N -0.20 0.22 -0.61
C -0.55 1.41 -1.22
O -0.17 1.78 -2.30
H -1.38 -1.45 0.85
H 0.88 0.65 1.27
H 0.79 -1.64 -0.87
H 1.92 -0.18 -0.83
H -1.33 1.94 -0.62
*
```

Output
structure (SMILES) = O=C[C@H]1CN1C=O
HOMO = -10.2424 eV
energy relative to the best compared isomer or geometry (same formula, charge and spin) = 45.6 kcal/mol
gap between HOMO and LUMO = 10.74 eV
lowest unoccupied orbital energy = 0.498 eV

These are the natural (NBO) partial charges, in e, on atoms 1 to 2:
1 O -0.49
2 C 0.43


Entry 4:
Here is a molecular structure, C45H50F3N6O5RbS from the Open Molecules 2025 dataset. Energies are from the ωB97M-V functional and the def2-TZVPD basis.

Geometry as ORCA input:
```
! RIJCOSX wB97M-V def2-TZVPD def2/J DEFGRID3
* xyz -2 1
Rb -1.15 0.25 -1.07
C -2.76 -3.83 0.31
C -1.47 -3.22 0.89
N -1.37 -3.19 2.36
C -2.53 -2.79 3.13
C -2.88 -1.30 3.10
N -3.00 -0.76 1.76
C -4.30 -0.83 1.13
C -4.69 -2.24 0.68
N -3.79 -2.93 -0.22
H -3.24 -4.49 1.04
H -2.46 -4.47 -0.52
H -1.36 -2.24 0.43
H -0.62 -3.81 0.54
H -0.61 -2.55 2.59
H -2.34 -3.04 4.18
H -3.38 -3.40 2.84
H -2.08 -0.76 3.60
H -3.81 -1.14 3.69
H -2.59 0.16 1.74
H -4.29 -0.18 0.26
H -5.11 -0.46 1.79
H -5.67 -2.13 0.18
H -4.87 -2.88 1.54
H -3.41 -2.30 -0.92
O 0.41 -1.70 -1.62
C 1.30 -1.86 -2.62
C 2.80 -1.66 -2.10
C 2.83 -1.25 -0.66
C 2.90 -2.24 0.32
C 2.91 -1.88 1.65
C 2.86 -0.53 1.97
C 2.77 0.39 0.94
C 2.66 1.85 1.29
C 1.34 2.55 0.86
O 0.25 1.67 1.03
C 1.15 3.81 1.71
C -0.10 4.12 2.22
C -0.30 5.28 2.96
C 0.76 6.14 3.20
C 2.01 5.85 2.69
C 2.20 4.70 1.94
C 1.31 3.06 -0.58
C 2.46 3.32 -1.32
C 2.40 3.99 -2.53
C 1.17 4.40 -3.04
C 0.02 4.11 -2.33
C 0.09 3.45 -1.12
N 2.77 0.05 -0.36
C 1.26 -3.29 -3.20
C 0.43 -4.23 -2.62
C 0.39 -5.54 -3.10
C 1.18 -5.92 -4.17
C 2.02 -4.98 -4.76
C 2.06 -3.68 -4.28
C 0.98 -0.85 -3.73
C 0.07 -1.18 -4.74
C -0.32 -0.25 -5.69
C 0.19 1.04 -5.66
C 1.07 1.39 -4.65
C 1.45 0.45 -3.69
H 3.37 -0.94 -2.69
H 3.34 -2.61 -2.18
H 2.91 -3.28 0.01
H 2.94 -2.62 2.43
H 2.84 -0.20 2.99
H 3.53 2.38 0.90
H 2.71 1.94 2.38
H -0.92 3.44 2.05
H -1.28 5.50 3.36
H 0.61 7.04 3.79
H 2.85 6.52 2.86
H 3.18 4.48 1.53
H 3.43 2.99 -0.96
H 3.31 4.18 -3.09
H 1.12 4.92 -3.99
H -0.95 4.39 -2.73
H -0.83 3.26 -0.57
H -0.18 -3.88 -1.80
H -0.28 -6.26 -2.63
H 1.15 -6.94 -4.54
H 2.65 -5.27 -5.60
H 2.71 -2.95 -4.75
H -0.35 -2.18 -4.78
H -1.04 -0.53 -6.45
H -0.12 1.78 -6.39
H 1.46 2.39 -4.58
H 2.11 0.76 -2.88
C 1.02 2.48 4.99
C 0.89 1.02 4.71
C 1.32 -0.04 5.51
C 0.93 -1.18 4.79
N 0.35 -0.82 3.65
N 0.32 0.54 3.59
C 1.08 -2.62 5.16
H 1.41 2.64 6.00
H 0.06 3.00 4.92
H 1.70 2.99 4.30
H 1.81 0.01 6.47
H 0.28 1.27 1.96
H 2.07 -2.83 5.58
H 0.94 -3.26 4.29
H 0.34 -2.93 5.91
F -4.33 1.85 -4.64
C -3.67 2.35 -3.57
F -4.00 3.65 -3.47
F -2.36 2.28 -3.83
S -4.08 1.43 -2.03
O -5.50 1.58 -1.88
O -3.24 2.10 -1.05
O -3.60 0.09 -2.33
*
```

Output
HOMO = -2.7147 eV
energy relative to the best compared isomer or geometry (same formula, charge and spin) = 13.4 kcal/mol
gap between HOMO and LUMO = 6.46 eV
lowest unoccupied orbital energy = 3.741 eV

These are the Mulliken partial charges, in e, on atoms 1 to 2:
1 Rb -0.13
2 C -1.51


Entry 5:
Here is 2 unconnected molecules or ions with the total composition C4H8P in a non-equilibrium geometry from the Open Molecules 2025 dataset. Energies are from the ωB97M-V functional and the def2-TZVPD basis.

Geometry as ORCA input:
```
! RIJCOSX wB97M-V def2-TZVPD def2/J DEFGRID3
* xyz 1 1
C -1.19 2.26 0.42
C -0.66 1.35 -0.14
C 1.82 0.45 -0.80
C -1.00 -1.67 0.61
P 0.12 0.19 -1.23
H -1.58 2.81 1.26
H -0.53 -1.73 -0.41
H 2.30 -0.46 -1.11
H 2.12 0.58 0.22
H 2.04 1.35 -1.52
H -2.08 -1.74 0.36
H -0.56 -0.79 1.19
H -0.80 -2.59 1.16
*
```

Output
HOMO = -15.4366 eV
energy relative to the best compared isomer or geometry (same formula, charge and spin) = 50.0 kcal/mol
gap between HOMO and LUMO = 8.17 eV
lowest unoccupied orbital energy = -7.271 eV

These are the natural (NBO) partial charges, in e, on atoms 1 to 2:
1 C 0.06
2 C -0.56


Entry 6:
Here is 2 unconnected molecules or ions with the total composition C3H4NO2S in a non-equilibrium geometry from the Open Molecules 2025 dataset. Energies are from the ωB97M-V functional and the def2-TZVPD basis.

Geometry as ORCA input:
```
! RIJCOSX wB97M-V def2-TZVPD def2/J DEFGRID3
* xyz 1 1
C -2.94 -1.28 -1.25
C 1.56 0.50 1.06
C 1.42 -0.53 0.28
N -2.06 -1.39 -0.49
O 0.46 -3.03 -0.13
O -0.45 -1.73 1.91
S 0.23 -1.89 0.67
H -3.72 -1.27 -1.93
H 2.43 1.20 1.02
H 0.95 0.64 1.97
H 2.00 -1.05 -0.56
*
```

Output
HOMO = -17.0264 eV
energy relative to the best compared isomer or geometry (same formula, charge and spin) = 66.2 kcal/mol
gap between HOMO and LUMO = 10.32 eV
lowest unoccupied orbital energy = -6.709 eV

These are the natural (NBO) partial charges, in e, on atoms 1 to 2:
1 C 0.24
2 C -0.23


Entry 7:
Here is a molecular structure, C3HFKO3 from the Open Molecules 2025 dataset. Energies are from the ωB97M-V functional and the def2-TZVPD basis.

Geometry as ORCA input:
```
! RIJCOSX wB97M-V def2-TZVPD def2/J DEFGRID3
* xyz 0 2
O 2.15 -1.55 0.56
C 2.49 -0.24 0.33
C 0.84 -1.66 0.38
O 3.59 0.19 0.31
O 1.34 0.42 0.04
C 0.27 -0.41 -0.01
H 0.38 -2.64 0.53
F -2.90 0.85 0.96
K -2.57 0.39 -1.21
*
```

Output
HOMO (alpha / beta) = -8.6214 / -8.5744 eV
energy relative to the best compared isomer or geometry (same formula, charge and spin) = 0.6 kcal/mol
gap between HOMO and LUMO (alpha / beta) = 8.18 / 5.69 eV
lowest unoccupied orbital energy (alpha / beta) = -0.440 / -2.888 eV

These are the Mulliken partial charges, in e, on atoms 1 to 2:
1 O -0.29
2 C 0.63


Entry 8:
Here is 2 unconnected molecules or ions with the total composition C5H8S2 in a non-equilibrium geometry from the Open Molecules 2025 dataset. Energies are from the ωB97M-V functional and the def2-TZVPD basis.

Geometry as ORCA input:
```
! RIJCOSX wB97M-V def2-TZVPD def2/J DEFGRID3
* xyz 0 1
C -0.58 -0.75 0.10
C 0.21 0.07 0.77
C -1.09 -0.41 -1.88
C 0.51 -0.03 2.25
C 0.89 1.29 0.17
S -1.82 0.89 -2.39
S -0.82 -1.98 -2.65
H -1.00 -1.73 -0.05
H 1.52 -0.17 2.48
H 0.16 0.94 2.70
H -0.02 -0.88 2.64
H 0.24 2.15 -0.23
H 1.28 1.02 -0.77
H 1.66 1.56 0.82
H -1.15 -1.96 -3.96
*
```

Output
HOMO = -8.0935 eV
energy relative to the best compared isomer or geometry (same formula, charge and spin) = 88.5 kcal/mol
gap between HOMO and LUMO = 8.16 eV
lowest unoccupied orbital energy = 0.064 eV

These are the natural (NBO) partial charges, in e, on atoms 1 to 2:
1 C -0.13
2 C -0.02